1.
ORCA calculation (wB97M-V/def2-TZVPD) on a molecular structure, C19H31Cl4Cu2N3O7 at a distorted geometry.

The calculation puts the gap between HOMO and LUMO (alpha / beta) at 5.06 / 2.25 eV. The value obtained for the largest force on an atom is 5.88 eV/Å. Its expectation value of S² is 2.0444. As for the lowest unoccupied orbital energy (alpha / beta): -8.01 / -10.82 eV. For the HOMO energy (alpha / beta), the calculation gives -13.071 / -13.068 eV. The multiplicity is 3. As for the energy: -6554.4066 hartree. The net charge is +2.

Each line ends with the Mulliken spin population.
Atoms and positions in Å:
Cu (-3.162, 0.527, -2.847)  -0.0002
Cu (3.573, -0.669, 1.709)  -0.0021
C (0.572, 1.492, -0.729)  0.1225
C (1.315, 0.673, 0.173)  0.1526
C (0.882, -0.807, 0.355)  -0.0442
O (1.784, -1.541, 0.786)  -0.0164
C (-0.328, -1.279, -0.238)  0.0860
C (-1.001, -0.427, -1.036)  -0.0572
C (-0.520, 0.939, -1.399)  0.1120
O (-1.149, 1.654, -2.303)  0.3380
O (-2.116, -0.941, -1.522)  -0.0024
O (2.351, 1.086, 0.731)  0.2018
H (0.847, 2.510, -0.963)  0.0751
H (-0.713, -2.215, 0.141)  0.0070
Cl (-2.090, -1.866, 4.557)  0.0002
C (-2.166, -1.923, 2.777)  0.0016
C (-3.228, -2.714, 2.127)  -0.0004
Cl (-2.877, -4.507, 2.122)  0.0000
H (-1.268, -2.377, 2.358)  -0.0012
H (-2.191, -0.888, 2.435)  -0.0003
H (-3.438, -2.337, 1.126)  0.0002
H (-4.082, -2.531, 2.778)  0.0000
Cl (-2.020, -6.662, -0.880)  0.0003
C (-2.207, -4.925, -1.278)  -0.0047
C (-3.563, -4.782, -1.926)  -0.0003
Cl (-3.697, -5.504, -3.504)  0.0000
H (-1.397, -4.698, -1.971)  -0.0020
H (-1.947, -4.260, -0.455)  0.0045
H (-3.632, -3.702, -2.059)  0.0001
H (-4.348, -5.247, -1.330)  0.0000
C (-2.284, 3.670, 0.520)  0.0099
O (-3.480, 3.705, 0.526)  0.0105
N (-1.536, 4.239, 1.454)  0.0044
C (-2.130, 5.215, 2.373)  0.0005
C (-0.129, 4.263, 1.133)  0.0194
H (-1.662, 3.090, -0.179)  -0.0167
H (-1.558, 5.440, 3.273)  0.0002
H (-3.189, 5.018, 2.540)  -0.0002
H (-2.092, 6.216, 1.941)  0.0002
H (0.276, 3.251, 1.116)  0.0093
H (0.039, 4.772, 0.185)  -0.0136
H (0.495, 4.778, 1.864)  0.0011
C (1.425, -4.362, -0.931)  0.0775
O (1.721, -4.391, -2.148)  0.8801
N (1.757, -5.323, -0.081)  0.0744
C (1.714, -5.162, 1.402)  0.0051
C (2.219, -6.672, -0.479)  0.0059
H (0.878, -3.530, -0.461)  -0.0398
H (2.746, -5.283, 1.729)  0.0017
H (1.171, -5.878, 2.020)  -0.0005
H (1.551, -4.101, 1.593)  -0.0050
H (3.083, -6.952, 0.123)  0.0019
H (1.485, -7.443, -0.244)  0.0001
H (2.457, -6.777, -1.537)  0.0030
C (3.108, 6.593, -0.053)  0.0000
O (2.126, 6.890, 0.637)  0.0001
N (3.086, 5.999, -1.314)  0.0001
C (4.308, 5.473, -1.949)  0.0000
C (1.837, 5.714, -2.009)  -0.0004
H (4.173, 6.604, 0.226)  0.0000
H (5.301, 5.657, -1.541)  0.0000
H (4.327, 5.897, -2.953)  0.0000
H (4.183, 4.391, -1.991)  0.0000
H (1.677, 6.465, -2.782)  0.0000
H (1.759, 4.698, -2.397)  0.0002
H (0.976, 5.759, -1.342)  0.0003

2.
ORCA calculation (wB97M-V/def2-TZVPD) on 3 unconnected molecules or ions with the total composition C3H14NO2 at a distorted geometry.

The calculation puts the gap between HOMO and LUMO (alpha / beta) at 12.45 / 4.32 eV. The value obtained for the largest force on an atom is 1.71 eV/Å. Its expectation value of S² is 0.7529. As for the lowest unoccupied orbital energy (alpha / beta): -6.92 / -15.04 eV. For the HOMO energy (alpha / beta), the calculation gives -19.371 / -19.364 eV. The calculation puts the energy above the lowest of the compared OMol25 structures with the same formula, charge and spin at 14.8 kJ/mol. The multiplicity is 2. As for the energy: -327.1498 hartree. The net charge is +2.

Each line ends with the Mulliken spin population.
Atoms and positions in Å:
C (-0.168, 0.548, 0.768)  0.0535
C (-0.249, -0.714, 1.597)  0.1123
C (-0.785, -0.529, 2.960)  0.2287
N (0.516, 0.395, -0.556)  0.0060
H (0.425, 1.336, 1.268)  0.0229
H (-1.131, 1.053, 0.667)  0.0141
H (-0.859, -1.546, 1.104)  0.1541
H (0.777, -1.146, 1.623)  0.1273
H (-1.583, 0.233, 3.132)  0.0692
H (0.052, 0.023, 3.488)  0.2013
H (-1.066, -1.456, 3.453)  -0.0026
H (0.256, -0.481, -1.099)  -0.0031
H (1.484, 0.173, -0.317)  -0.0002
H (0.561, 1.231, -1.194)  0.0023
H (-0.132, 3.009, -2.354)  0.0000
H (1.225, 2.705, -2.918)  0.0000
O (0.454, 2.242, -2.555)  0.0009
H (-0.903, -2.160, -1.430)  -0.0002
H (0.487, -2.915, -1.651)  -0.0006
O (0.056, -2.111, -1.366)  0.0140

3.
ORCA calculation (wB97M-V/def2-TZVPD) on a molecular structure, C4H13N2O at a distorted geometry.

The calculation puts the gap between HOMO and LUMO (alpha / beta) at 12.03 / 4.08 eV. The value obtained for the largest force on an atom is 4.32 eV/Å. Its expectation value of S² is 0.7576. As for the lowest unoccupied orbital energy (alpha / beta): -7.66 / -14.19 eV. For the HOMO energy (alpha / beta), the calculation gives -19.685 / -18.274 eV. The calculation puts the energy above the lowest of the compared OMol25 structures with the same formula, charge and spin at 409.2 kJ/mol. The multiplicity is 2. As for the energy: -344.1486 hartree. The net charge is +2.

Each line ends with the Mulliken spin population.
Atoms and positions in Å:
C (-0.831, -1.215, 0.395)  0.0231
O (-1.214, -2.636, 0.116)  0.4853
C (-1.280, -0.424, -0.826)  0.0055
N (-1.397, 1.054, -0.430)  0.0140
H (-1.327, -0.831, 1.306)  0.0432
H (0.240, -1.103, 0.636)  0.0594
H (-1.133, -3.058, 0.957)  -0.0102
H (-0.550, -0.563, -1.618)  -0.0016
H (-2.235, -0.788, -1.224)  0.0001
H (-2.101, 1.117, 0.287)  -0.0002
H (-1.729, 1.611, -1.240)  -0.0003
C (2.051, 1.050, 0.514)  0.2227
C (2.276, 0.076, -0.408)  0.1338
N (0.851, 1.898, 0.529)  0.0021
H (2.744, 1.336, 1.305)  0.0046
H (3.223, -0.491, -0.383)  -0.0020
H (1.553, -0.152, -1.215)  0.0075
H (-0.236, 1.459, 0.099)  0.0060
H (0.678, 2.267, 1.436)  -0.0022
H (1.114, 2.696, -0.014)  0.0092

Number 3 is which compound? C4H13N2O